1.
This record from the Open Molecules 2025 dataset describes a single C11H17N5 molecule in a non-equilibrium geometry. The level of theory is ωB97M-V/def2-TZVPD.

ΔE to the lowest compared entry with this formula, charge and spin ... 0.0 kJ/mol
Structure (SMILES) ... CN1CNc2c(NC3CCCC3)ncnc21
HOMO energy ... -7.4 eV
E_tot ... -703.09099 hartree

```
! RIJCOSX wB97M-V def2-TZVPD def2/J DEFGRID3
* xyz 0 1
C -4.76700 -1.27418 -1.11465
N -3.76802 -0.42286 -0.52035
C -3.64541 0.96691 -0.99382
N -2.23512 1.22245 -0.63490
C -1.64312 0.03505 -0.16858
C -0.36106 -0.28660 0.13853
N 0.55564 0.70720 0.26802
C 1.94087 0.48405 0.77149
C 2.82983 -0.55229 0.02297
C 4.18276 -0.08257 0.51947
C 4.16024 1.31697 0.90991
C 2.71937 1.77894 0.71287
N -0.01132 -1.52901 0.45917
C -0.92055 -2.49454 0.44242
N -2.16557 -2.24439 0.05032
C -2.54559 -0.96304 -0.16798
H -4.59025 -1.37000 -2.18853
H -5.77966 -0.93723 -0.91745
H -4.67967 -2.29606 -0.64650
H -4.35540 1.63937 -0.47185
H -3.96922 1.13334 -2.01685
H -1.66545 1.64687 -1.37941
H 0.14876 1.61070 0.41861
H 1.85327 0.27860 1.90345
H 2.67365 -1.64557 0.18204
H 2.74680 -0.59159 -1.06612
H 4.97232 -0.25896 -0.22228
H 4.42094 -0.73510 1.36874
H 4.90587 1.88646 0.45259
H 4.50601 1.57314 1.95884
H 2.36173 2.55105 1.39809
H 2.73594 2.37289 -0.13941
H -0.61161 -3.51999 0.67114
*
```

=====

2.
This record from the Open Molecules 2025 dataset describes 2 unconnected molecules or ions with the total composition H2INS in a non-equilibrium geometry. The level of theory is ωB97M-V/def2-TZVPD.

ΔE to the lowest compared entry with this formula, charge and spin ... 192.8 kJ/mol
HOMO energy (spin up / spin down) ... -8.7 / -8.3 eV
E_tot ... -751.75428 hartree

```
! RIJCOSX wB97M-V def2-TZVPD def2/J DEFGRID3
* xyz 0 1
N 0.57298 0.10289 0.04601
S 2.16034 0.04903 -0.30768
I -3.10078 -0.42449 -0.18558
H 0.11274 -0.83893 0.34752
H 0.25472 1.11151 0.09974
*
```

=====

3.
This record from the Open Molecules 2025 dataset describes 2 unconnected molecules or ions with the total composition C4H9NO3 in a non-equilibrium geometry. The level of theory is ωB97M-V/def2-TZVPD.

ΔE to the lowest compared entry with this formula, charge and spin ... 821.6 kJ/mol
HOMO energy ... -9.0 eV
E_tot ... -438.01613 hartree

```
! RIJCOSX wB97M-V def2-TZVPD def2/J DEFGRID3
* xyz 0 1
C 0.20172 0.54121 1.56415
C -0.21761 -0.01809 0.13556
C 0.75701 -0.33400 -0.95253
C -0.34972 0.91639 -1.09349
H 1.88815 0.08569 2.95469
H 0.20682 -0.88799 3.27761
H -0.78463 0.55718 2.25523
H 0.75264 1.39581 1.14062
H -1.64507 -0.78049 -1.10329
H 1.70615 -0.03834 -1.08941
H -0.33500 -1.99653 -1.60925
H 0.12705 1.93705 -1.01339
H -0.91940 0.56877 -3.13942
N 0.98556 -0.51347 2.43548
O -1.36579 -0.79027 0.24723
O 0.31750 -1.42164 -1.94980
O -1.32537 0.77873 -2.05999
*
```

=====

4.
This record from the Open Molecules 2025 dataset describes a gas-phase ion, C2H4NO2 (charge -1) in a non-equilibrium geometry. The level of theory is ωB97M-V/def2-TZVPD.

ΔE to the lowest compared entry with this formula, charge and spin ... 74.5 kJ/mol
Structure (SMILES) ... NCC(=O)[O-]
HOMO energy ... -3.4 eV
E_tot ... -283.88265 hartree

```
! RIJCOSX wB97M-V def2-TZVPD def2/J DEFGRID3
* xyz -1 1
N -0.52320 -1.28160 -0.12042
C -0.26619 0.07423 0.53671
C 0.75987 0.99085 -0.30505
O 0.93279 1.99027 0.43416
O 1.16721 0.60716 -1.41524
H 0.07227 -1.45438 -0.97085
H -1.51185 -1.43465 -0.34585
H 0.45662 -0.16703 1.27787
H -1.08754 0.67516 0.90868
*
```

=====

Q: Which of these has the lowest E_tot?
A: H2INS